1.
C25H38BIN2O9PS | ωB97M-V/def2-TZVPD

The geometry in XYZ format:
```
78
Properties=species:S:1:pos:R:3:lowdin_charge:R:1
C -3.052 -3.315 1.091 -0.11
C -2.355 -1.834 1.270 -0.24
C -2.881 -0.949 0.055 -0.14
C -2.224 0.560 -0.057 -0.15
O -0.841 0.389 -0.255 -0.12
N 0.042 1.397 -0.417 0.02
B -0.631 2.741 -0.672 -0.41
C -1.481 3.120 -2.044 0.00
O -0.667 3.842 0.290 0.06
C 0.969 0.792 -1.518 -0.18
C 2.027 1.656 -2.304 -0.15
C 1.575 2.862 -3.271 -0.09
N -0.031 -0.019 -2.289 0.17
C 0.114 -0.029 -3.569 -0.14
O 0.107 0.180 -4.814 0.13
C 1.832 -0.448 -0.829 -0.27
C 1.190 -1.918 -0.749 -0.08
C 1.368 -2.864 -2.041 -0.15
O 0.193 -3.769 -2.084 -0.10
C -0.272 -3.936 -3.425 -0.24
O 0.447 -4.198 -4.427 0.04
C 3.439 -0.494 -0.886 -0.52
I 4.329 -1.613 0.834 0.99
C 4.125 -1.095 -2.212 -0.30
C 4.981 -2.443 -2.087 -0.23
O 1.684 0.038 0.586 -0.22
C 0.901 1.266 0.848 -0.33
C 0.231 0.798 2.239 -0.03
C -0.889 1.667 2.924 -0.28
O -1.004 2.918 3.078 0.04
C -2.092 0.833 3.654 -0.11
C -3.587 1.291 3.339 -0.03
C -4.837 0.561 3.925 -0.05
C -4.567 -0.635 4.904 -0.05
C -3.083 -1.089 5.252 -0.04
C -1.807 -0.377 4.618 -0.02
P 2.172 2.522 1.394 0.43
O 3.689 1.681 1.576 -0.27
O 1.946 3.143 3.007 -0.23
S 2.570 4.061 0.317 0.44
H -4.193 -3.177 1.278 0.09
H -2.914 -3.629 -0.009 0.07
H -2.596 -4.094 1.807 0.08
H -1.228 -2.045 1.304 0.10
H -2.802 -1.422 2.243 0.08
H -2.596 -1.482 -0.929 0.12
H -4.034 -0.843 0.104 0.14
H -2.870 0.957 -0.949 0.15
H -2.617 1.117 0.863 0.12
H -0.928 3.981 -2.579 0.10
H -2.561 3.413 -1.766 0.10
H -1.488 2.231 -2.783 0.07
H -1.619 4.086 0.416 0.13
H 2.582 0.949 -3.052 0.14
H 2.898 2.108 -1.677 0.10
H 2.429 3.135 -4.013 0.11
H 0.615 2.680 -3.869 0.07
H 1.463 3.806 -2.597 0.07
H 1.589 -2.555 0.143 0.11
H 0.041 -1.932 -0.549 0.12
H 2.269 -3.553 -1.856 0.13
H 1.493 -2.331 -3.043 0.11
H -1.424 -3.867 -3.577 0.17
H 3.954 0.535 -0.710 0.08
H 4.851 -0.295 -2.653 0.13
H 3.356 -1.272 -3.071 0.11
H 5.234 -2.760 -3.183 0.10
H 6.030 -2.309 -1.599 0.07
H 4.412 -3.355 -1.660 0.05
H 1.115 0.692 2.995 0.16
H -0.156 -0.294 2.124 0.14
H -3.728 2.185 2.622 0.10
H -5.875 0.942 3.610 0.10
H -5.484 -1.155 5.367 0.10
H -3.007 -1.979 5.981 0.09
H -0.737 -0.738 4.885 0.11
H 3.468 1.000 2.275 0.04
H 1.430 3.973 2.856 0.07
```

Results
- F_max: 8.17 eV/A
- HOMO-LUMO gap: 7.87 eV
- SMILES: CCCCO[N@+]1(B(C)O)[C@](CC)(N=C=O)[C@@](CCOC=O)([C@@H](I)CC)O[C@@]1(CC(=O)c1ccccc1)P(O)(O)=S
- Charge: +1



2.
C10H15ClI2N2O2PSc | ωB97M-V/def2-TZVPD

The geometry in XYZ format:
```
34
Properties=species:S:1:pos:R:3:nbo_charge:R:1
I -0.786 1.523 2.307 0.35
I 1.178 0.306 -2.716 0.38
Sc -0.488 0.609 -0.395 0.81
P -0.415 3.191 -0.977 0.89
C 1.017 4.244 -0.663 -0.95
C -0.815 3.409 -2.740 -0.94
H -2.679 3.338 -0.187 0.27
H -2.061 4.949 -0.636 0.27
H -1.577 4.169 0.910 0.24
C -1.815 4.006 -0.143 -0.94
H -1.610 2.706 -3.004 0.27
H -1.154 4.429 -2.933 0.28
H 0.822 5.272 -0.974 0.28
H 1.879 3.859 -1.210 0.26
H 0.056 3.167 -3.351 0.25
H 1.254 4.228 0.401 0.25
C 1.854 1.180 0.342 0.54
O 2.921 1.295 0.729 -0.39
Cl -2.661 0.482 -1.197 -0.38
N 0.860 -5.884 2.453 -0.78
C 0.308 -5.506 1.267 0.61
O -0.136 -6.326 0.465 -0.54
C 0.275 -4.037 0.996 -0.01
C 0.781 -3.051 1.858 -0.20
C 0.701 -1.712 1.477 0.06
N 0.102 -1.337 0.317 -0.61
C -0.384 -2.288 -0.523 0.05
C -0.303 -3.634 -0.213 -0.17
H 0.890 -6.878 2.647 0.44
H 1.227 -5.237 3.129 0.39
H 1.223 -3.279 2.829 0.25
H 1.069 -0.900 2.119 0.22
H -0.836 -1.937 -1.460 0.24
H -0.698 -4.356 -0.924 0.29
```

Results
- F_max: 3.00 eV/A
- HOMO-LUMO gap: 4.46 eV
- Charge: +2



3.
C3H12N2O | ωB97M-V/def2-TZVPD

The geometry in XYZ format:
```
18
Properties=species:S:1:pos:R:3:nbo_charge:R:1
N -0.524 1.856 -0.434 -0.84
C -0.725 0.815 -1.418 -0.21
C 0.158 -0.444 -1.266 -0.43
C 0.450 -0.912 0.161 -0.23
N 1.281 -2.184 0.118 -0.83
H 0.051 2.586 -0.811 0.36
H -0.183 1.545 0.456 0.35
H -1.745 0.437 -1.398 0.18
H -0.469 1.199 -2.401 0.20
H 1.160 -0.286 -1.710 0.18
H -0.088 -1.354 -1.825 0.22
H 1.017 -0.220 0.776 0.17
H -0.481 -1.322 0.557 0.19
H 1.636 -2.293 1.053 0.35
H 2.088 -2.043 -0.482 0.34
O -1.472 0.980 3.083 -0.95
H -0.609 1.430 2.993 0.47
H -1.544 0.210 2.548 0.47
```

Results
- F_max: 2.33 eV/A
- Energy above the lowest of the compared OMol25 structures with the same formula, charge and spin: 19.6 kcal/mol
- HOMO-LUMO gap: 10.01 eV
- SMILES: NCCCN.O
- Charge: 0



4.
C14H29O4PTc | ωB97M-V/def2-TZVPD

The geometry in XYZ format:
```
49
Properties=species:S:1:pos:R:3:nbo_charge:R:1
Tc 0.367 0.520 0.459 0.02
C 2.103 0.665 -0.429 0.61
O 3.083 0.732 -1.047 -0.20
C -0.131 -0.434 -1.093 0.70
O -0.459 -1.075 -2.013 -0.23
C -1.363 -0.128 1.079 0.62
O -2.403 -0.591 1.316 -0.23
C 0.225 3.161 -1.984 -0.46
P -0.538 2.380 -0.460 1.44
H -0.633 4.355 0.841 0.30
H 1.299 3.137 -1.728 0.34
C -2.331 2.800 -0.690 -0.46
H -2.247 3.830 -1.074 0.29
C -0.187 4.624 -2.185 -0.64
H -0.102 5.244 -1.281 0.25
H -1.196 4.720 -2.604 0.28
H 0.509 5.033 -2.932 0.35
C 0.041 2.339 -3.278 -0.63
H -1.009 2.290 -3.596 0.27
C -0.252 2.807 2.312 -0.56
H 0.428 1.315 -3.188 0.22
H 0.600 2.842 -4.082 0.34
C 1.490 3.809 0.758 -0.62
H -0.071 1.709 2.266 0.15
H 0.441 3.208 3.066 0.31
H -1.289 2.890 2.657 0.29
C 0.009 3.472 0.949 -0.55
H 1.874 4.173 1.718 0.30
H 1.614 4.593 0.006 0.27
H 2.101 2.939 0.458 0.18
C -3.091 2.794 0.629 -0.60
H -3.097 1.789 1.074 0.23
H -4.127 3.073 0.400 0.34
H -2.689 3.525 1.337 0.24
C -3.071 1.952 -1.728 -0.62
H -3.031 0.882 -1.469 0.23
H -2.698 2.117 -2.744 0.25
H -4.119 2.279 -1.701 0.33
H 1.672 0.994 2.122 0.18
H 1.592 0.231 1.913 0.04
C 0.218 -3.942 0.371 -0.66
C 1.279 -2.857 0.333 -0.06
O 0.909 -1.725 1.185 -0.67
H -0.028 -4.200 1.418 0.26
H 0.541 -4.830 -0.184 0.31
H -0.674 -3.593 -0.156 0.22
H 2.238 -3.199 0.722 0.28
H 1.477 -2.390 -0.649 0.18
H 0.718 -2.002 2.091 0.55
```

Results
- F_max: 8.56 eV/A
- Spin multiplicity: 4
- HOMO-LUMO gap (alpha / beta): 8.09 / 4.08 eV
- Expectation value of S²: 3.771
- Charge: +4



5.
C8H3Cl4NO | ωB97M-V/def2-TZVPD

The geometry in XYZ format:
```
17
Properties=species:S:1:pos:R:3:nbo_charge:R:1
C 0.784 -0.631 0.615 -0.22
C 1.840 0.257 0.662 -0.18
C -0.339 0.677 -1.049 -0.29
C 0.787 1.534 -1.045 0.27
C -0.305 -0.464 -0.223 -0.01
C 1.775 1.462 -0.054 -0.18
C -1.470 0.891 -1.855 0.64
C -2.818 1.021 0.125 0.06
N -2.680 0.987 -1.202 -0.65
O -1.569 0.977 -3.062 -0.54
Cl -1.535 -1.603 -0.205 0.09
Cl 3.099 2.531 -0.050 0.06
Cl -1.913 1.946 1.166 0.09
Cl -4.531 0.725 0.576 -0.02
H 0.634 -1.402 1.268 0.23
H 2.699 0.097 1.253 0.24
H -3.578 1.094 -1.715 0.44
```

Results
- F_max: 4.97 eV/A
- Energy above the lowest of the compared OMol25 structures with the same formula, charge and spin: 87.5 kcal/mol
- HOMO-LUMO gap (alpha / beta): 9.06 / 6.10 eV
- Charge: 0



6.
C10H13ClN3 | ωB97M-V/def2-TZVPD

The geometry in XYZ format:
```
27
Properties=species:S:1:pos:R:3:nbo_charge:R:1
C 0.489 -2.854 -0.257 -0.40
N 0.217 -1.502 -0.399 -0.60
C 0.618 -0.763 0.617 0.20
N 2.186 -0.142 0.501 -0.62
C 1.827 1.109 0.790 0.56
N 2.580 2.159 1.212 -0.75
C 0.222 0.784 0.797 -0.29
C -1.279 1.025 0.085 0.02
C -1.508 1.867 -0.965 -0.25
C -2.777 1.946 -1.438 -0.16
C -3.851 1.234 -0.849 -0.22
C -3.575 0.408 0.224 -0.01
Cl -4.828 -0.460 1.041 0.04
C -2.294 0.315 0.743 -0.25
H -0.389 -3.419 -0.694 0.22
H 1.404 -3.140 -0.674 0.19
H 0.469 -3.035 0.773 0.20
H 0.166 -1.100 -1.331 0.41
H 0.789 -1.348 1.603 0.22
H 3.033 -0.650 0.782 0.41
H 3.580 1.857 1.313 0.43
H 2.293 3.098 1.277 0.44
H 0.079 1.043 1.923 0.26
H -0.831 2.629 -1.432 0.24
H -2.883 2.619 -2.194 0.22
H -4.778 1.039 -1.499 0.26
H -1.970 -0.259 1.585 0.23
```

Results
- F_max: 4.51 eV/A
- Energy above the lowest of the compared OMol25 structures with the same formula, charge and spin: 55.8 kcal/mol
- HOMO-LUMO gap: 9.23 eV
- SMILES: CN[C@H]1NC(=[NH2+])[C@H]1c1cccc(Cl)c1
- Charge: +1



Number 1: E_tot -76831.401 eV. Number 2: E_tot -76388.967 eV. Number 3: E_tot -8332.472 eV. Number 4: E_tot -34611.855 eV. Number 5: E_tot -61967.539 eV. Number 6: E_tot -27564.548 eV.